(1)
{
  "formula": "C9H19NO2",
  "method": "ωB97M-V with the def2-TZVPD basis set",
  "species": ["C", "C", "C", "C", "N", "C", "H", "H", "H", "H", "H", "H", "H", "H", "H", "H", "H", "C", "C", "C", "O", "C", "O", "H", "H", "H", "H", "H", "H", "H", "H"],
  "xyz": [[-0.11, 0.87, -1.34], [0.28, 2.32, -1.29], [-0.67, 3.13, -0.39], [-1.00, 4.34, -1.21], [-0.08, 4.47, -2.39], [0.27, 2.98, -2.67], [-1.02, 0.63, -1.91], [-0.18, 0.38, -0.39], [0.64, 0.33, -1.93], [1.34, 2.44, -0.93], [-0.09, 3.28, 0.59], [-1.56, 2.55, -0.13], [-2.05, 4.21, -1.64], [-1.04, 5.30, -0.69], [0.79, 4.62, -1.90], [1.17, 2.85, -3.28], [-0.61, 2.56, -3.22], [0.80, -4.30, 0.25], [0.39, -3.19, 1.20], [-0.77, -3.65, 2.15], [-0.40, -3.20, 3.46], [0.72, -2.38, 3.31], [1.40, -2.69, 2.15], [-0.16, -4.63, -0.12], [1.30, -5.09, 0.81], [1.42, -4.02, -0.63], [0.09, -2.36, 0.61], [-1.74, -3.17, 1.91], [-0.99, -4.71, 2.20], [0.39, -1.33, 3.28], [1.45, -2.53, 4.12]],
  "nbo_charge": [-0.61, -0.24, -0.44, -0.25, -0.57, -0.24, 0.21, 0.21, 0.21, 0.19, 0.21, 0.21, 0.18, 0.21, 0.32, 0.21, 0.18, -0.62, 0.07, -0.10, -0.53, 0.23, -0.52, 0.21, 0.22, 0.22, 0.17, 0.18, 0.19, 0.12, 0.17],
  "smiles": "C[C@@H]1CCNC1.C[C@H]1COCO1",
  "homo_energy_ev": -9.7,
  "e_above_lowest_kj_mol": 274.1,
  "gap_ev": 10.4,
  "energy_ha": -559.4870
}

(2)
{
  "formula": "C9H19NO3",
  "method": "ωB97M-V with the def2-TZVPD basis set",
  "species": ["C", "C", "C", "N", "O", "O", "H", "H", "H", "H", "H", "H", "H", "C", "C", "O", "C", "C", "C", "C", "H", "H", "H", "H", "H", "H", "H", "H", "H", "H", "H", "H"],
  "xyz": [[-2.36, 2.21, -0.72], [-1.73, 1.36, 0.47], [-1.44, -0.08, 0.02], [-2.37, -0.93, 0.26], [-2.47, -2.13, -0.01], [-3.46, -0.41, 1.05], [-2.92, 1.68, -1.40], [-2.93, 3.05, -0.32], [-1.45, 2.55, -1.28], [-2.43, 1.20, 1.31], [-0.82, 1.79, 0.70], [-0.71, -0.28, -0.74], [-4.11, -1.07, 1.10], [0.50, -2.32, 0.70], [0.60, -0.87, 0.88], [0.44, -0.35, 1.92], [1.54, -0.07, -0.11], [1.49, -0.48, -1.58], [2.96, -0.55, 0.49], [1.50, 1.49, -0.15], [1.04, -2.68, -0.21], [0.86, -2.95, 1.57], [-0.63, -2.43, 0.59], [2.41, -0.13, -1.95], [1.33, -1.52, -1.77], [0.77, 0.34, -2.01], [3.03, -0.54, 1.55], [3.07, -1.60, 0.07], [3.77, -0.04, 0.05], [0.62, 1.97, -0.51], [1.60, 1.90, 0.84], [2.29, 1.90, -0.81]],
  "nbo_charge": [-0.60, -0.44, -0.02, 0.36, -0.50, -0.58, 0.21, 0.22, 0.20, 0.26, 0.22, 0.25, 0.49, -0.77, 0.61, -0.59, -0.13, -0.64, -0.59, -0.63, 0.21, 0.25, 0.29, 0.22, 0.22, 0.21, 0.23, 0.20, 0.21, 0.20, 0.23, 0.22],
  "smiles": "CC/C=[N+](/[O-])O.CC(=O)C(C)(C)C",
  "homo_energy_ev": -9.0,
  "e_above_lowest_kj_mol": 533.3,
  "gap_ev": 9.6,
  "energy_ha": -634.5916
}

(3)
{
  "formula": "C9H19NPPb",
  "method": "ωB97M-V with the def2-TZVPD basis set",
  "species": ["C", "Pb", "N", "H", "H", "H", "H", "H", "H", "H", "H", "C", "P", "C", "C", "C", "C", "C", "C", "C", "H", "H", "H", "H", "H", "H", "H", "H", "H", "H", "H"],
  "xyz": [[-1.80, 2.07, -2.62], [-0.70, 0.76, -4.21], [0.92, -1.22, -3.33], [0.35, 1.60, -5.47], [1.89, -0.92, -3.21], [-2.36, 0.32, -3.29], [-2.42, 2.81, -3.13], [-0.89, 2.53, -2.15], [-2.33, 1.45, -1.90], [0.63, -1.64, -2.43], [0.95, -2.00, -4.03], [-1.27, -0.85, -0.28], [0.53, -0.80, 0.05], [0.97, 0.97, -0.26], [0.52, -0.72, 1.89], [1.78, -0.81, 2.47], [1.91, -0.71, 3.86], [0.79, -0.50, 4.65], [-0.49, -0.40, 4.07], [-0.63, -0.48, 2.67], [-1.43, -1.02, -1.36], [-1.72, 0.12, -0.02], [-1.77, -1.64, 0.29], [0.18, 1.64, 0.07], [1.89, 1.22, 0.26], [1.13, 1.07, -1.33], [2.64, -0.96, 1.83], [2.88, -0.82, 4.31], [0.87, -0.41, 5.74], [-1.39, -0.29, 4.68], [-1.62, -0.36, 2.19]],
  "mulliken_charge": [-1.19, 0.58, -0.59, 0.16, 0.32, 0.21, 0.42, 0.30, 0.31, 0.23, 0.32, -0.95, 0.05, -0.92, 0.67, -0.54, -0.58, -0.42, -0.55, -0.29, 0.24, 0.22, 0.40, 0.35, 0.44, 0.14, 0.35, 0.40, 0.34, 0.36, 0.22],
  "homo_energy_ev": [-11.3, -11.3],
  "e_above_lowest_kj_mol": 339.4,
  "charge": 1,
  "gap_ev": [5.4, 5.5],
  "energy_ha": -942.8378
}

(4)
{
  "formula": "C9H20Br3N3O2P",
  "method": "ωB97M-V with the def2-TZVPD basis set",
  "species": ["C", "C", "O", "C", "P", "N", "C", "N", "C", "C", "C", "C", "N", "O", "H", "H", "H", "H", "H", "H", "H", "H", "H", "H", "H", "H", "H", "H", "H", "H", "H", "H", "H", "C", "Br", "Br", "Br", "H"],
  "xyz": [[3.14, -0.95, 0.62], [1.72, -0.88, 0.10], [1.52, -1.98, -0.78], [0.16, -2.08, -1.14], [-0.12, -3.82, -1.80], [0.91, -4.87, -1.32], [-0.18, -0.98, -2.14], [0.85, 0.14, -2.01], [1.45, 0.45, -0.64], [0.61, 1.49, 0.13], [-0.91, 1.36, 0.00], [-1.62, 0.24, 0.73], [-1.27, -0.02, 2.03], [-2.52, -0.36, 0.17], [3.85, -0.92, -0.21], [3.29, -1.87, 1.18], [3.34, -0.10, 1.27], [1.01, -0.98, 0.93], [-0.49, -1.98, -0.25], [-0.08, -3.51, -3.18], [-1.49, -3.98, -1.55], [0.54, -5.62, -0.76], [-1.17, -0.57, -1.99], [-0.09, -1.32, -3.17], [1.63, -0.11, -2.62], [0.45, 1.00, -2.39], [2.41, 0.90, -0.88], [0.90, 2.49, -0.20], [0.93, 1.43, 1.18], [-1.19, 1.22, -1.05], [-1.38, 2.30, 0.29], [-0.37, 0.25, 2.38], [-1.60, -0.91, 2.37], [-2.74, 4.98, 2.91], [-2.46, 3.07, 2.75], [-4.10, 5.58, 1.69], [-3.13, 5.47, 4.72], [-1.81, 5.46, 2.63]],
  "nbo_charge": [-0.62, 0.08, -0.51, -0.25, 1.33, -1.25, -0.26, -0.50, -0.06, -0.43, -0.53, 0.67, -0.82, -0.60, 0.23, 0.25, 0.22, 0.18, 0.21, -0.09, -0.05, 0.40, 0.26, 0.23, 0.45, 0.44, 0.23, 0.24, 0.23, 0.21, 0.28, 0.39, 0.42, -0.50, 0.05, 0.11, 0.12, 0.22],
  "homo_energy_ev": -12.0,
  "charge": 1,
  "gap_ev": 8.8,
  "energy_ha": -8732.7878
}

(5)
{
  "formula": "C9H20Cl2Si",
  "method": "ωB97M-V with the def2-TZVPD basis set",
  "species": ["C", "C", "C", "C", "C", "Si", "Cl", "Cl", "C", "C", "C", "C", "H", "H", "H", "H", "H", "H", "H", "H", "H", "H", "H", "H", "H", "H", "H", "H", "H", "H", "H", "H"],
  "xyz": [[-3.11, -0.86, -0.46], [-1.71, -0.58, -0.92], [-0.65, -1.17, 0.09], [-0.63, -2.77, 0.01], [-1.08, -0.88, 1.52], [1.14, -0.49, -0.12], [2.00, -1.39, 1.56], [1.72, -1.35, -1.89], [1.52, 1.39, -0.06], [1.11, 2.17, 1.33], [3.07, 1.42, -0.34], [0.83, 2.10, -1.20], [-3.63, -0.29, 0.38], [-3.75, -0.72, -1.33], [-3.43, -1.91, -0.24], [-1.60, -1.15, -1.85], [-1.67, 0.49, -1.10], [-0.68, -3.14, 1.01], [-1.47, -3.12, -0.49], [0.35, -3.16, -0.45], [-1.08, 0.19, 1.66], [-2.09, -1.22, 1.69], [-0.45, -1.45, 2.28], [0.07, 2.25, 1.39], [1.62, 1.66, 2.17], [1.62, 3.09, 1.06], [3.37, 0.93, -1.25], [3.52, 0.97, 0.52], [3.38, 2.49, -0.36], [1.08, 1.54, -2.16], [-0.27, 1.84, -0.99], [0.86, 3.13, -1.44]],
  "nbo_charge": [-0.64, -0.41, -0.51, -0.61, -0.63, 1.70, -0.41, -0.39, -0.50, -0.60, -0.63, -0.63, 0.21, 0.21, 0.21, 0.22, 0.21, 0.21, 0.21, 0.22, 0.20, 0.21, 0.23, 0.21, 0.22, 0.21, 0.23, 0.22, 0.21, 0.22, 0.20, 0.23],
  "smiles": "CCC(C)(C)[Si](Cl)(Cl)C(C)(C)C",
  "homo_energy_ev": -9.6,
  "e_above_lowest_kj_mol": 121.5,
  "gap_ev": 10.3,
  "energy_ha": -1564.8615
}

(6)
{
  "formula": "C9H20F3O19S3V2",
  "method": "ωB97M-V with the def2-TZVPD basis set",
  "species": ["O", "V", "O", "O", "V", "O", "C", "F", "F", "F", "S", "O", "O", "O", "S", "O", "O", "O", "O", "S", "O", "O", "O", "O", "C", "O", "C", "C", "O", "C", "H", "H", "H", "H", "H", "H", "H", "H", "H", "H", "C", "O", "C", "C", "O", "C", "H", "H", "H", "H", "H", "H", "H", "H", "H", "H"],
  "xyz": [[1.72, -2.35, -4.60], [0.94, -2.67, -3.24], [1.93, -3.10, -2.06], [0.14, -2.21, 0.10], [-0.50, -0.89, -0.58], [-1.29, -0.22, 0.69], [3.72, -0.39, -1.10], [3.39, -1.56, -0.56], [4.99, -0.06, -0.94], [3.39, -0.29, -2.37], [2.66, 1.02, -0.12], [1.28, 0.48, -0.07], [3.25, 1.35, 1.21], [2.87, 2.25, -0.94], [-2.06, -2.41, -3.25], [-1.53, -2.35, -1.87], [-2.76, -1.20, -3.65], [-0.90, -2.43, -4.17], [-2.81, -3.60, -3.51], [-0.11, 0.47, -2.98], [0.61, 1.69, -2.71], [-0.45, 0.27, -4.39], [0.63, -0.64, -2.44], [-1.33, 0.39, -2.18], [-4.42, -1.22, -0.28], [-3.81, 0.04, -0.64], [-4.38, 1.10, 0.13], [-3.52, 2.35, -0.15], [-3.36, 2.53, -1.62], [-2.48, 3.63, -1.91], [-4.01, -1.50, 0.68], [-4.10, -1.91, -1.07], [-5.51, -1.35, -0.28], [-4.50, 0.89, 1.20], [-5.33, 1.31, -0.35], [-2.56, 2.29, 0.36], [-4.10, 3.17, 0.28], [-1.80, 3.23, -2.66], [-1.93, 4.08, -1.08], [-3.01, 4.48, -2.33], [0.09, 1.05, 3.59], [1.43, 0.51, 3.43], [1.65, -0.87, 3.59], [3.15, -1.21, 3.25], [3.95, -0.14, 3.68], [5.30, -0.30, 3.45], [-0.10, 1.50, 2.62], [0.04, 1.79, 4.39], [-0.68, 0.30, 3.82], [0.98, -1.56, 3.07], [1.45, -1.07, 4.65], [3.36, -1.50, 2.22], [3.42, -2.20, 3.63], [5.88, 0.56, 3.77], [5.43, -0.34, 2.37], [5.69, -1.16, 3.99]],
  "mulliken_charge": [-0.62, 1.16, -0.74, -0.44, 1.52, -0.80, 0.49, -0.22, -0.26, -0.23, 0.86, -0.42, -0.58, -0.70, 1.12, -0.85, -0.61, -0.75, -0.75, 1.49, -0.64, -0.76, 0.36, -0.56, -0.90, 0.15, -0.81, -0.33, -0.30, -0.73, 0.28, 0.10, 0.36, 0.36, 0.36, 0.21, 0.41, 0.18, 0.30, 0.29, -0.74, -0.21, -0.53, -0.35, -0.24, -0.72, 0.15, 0.27, 0.34, 0.31, 0.43, 0.02, 0.51, 0.22, 0.21, 0.33],
  "homo_energy_ev": 0.3,
  "charge": -3,
  "gap_ev": 6.1,
  "energy_ha": -5166.5927
}

(7)
{
  "formula": "C9H20I2OPS",
  "method": "ωB97M-V with the def2-TZVPD basis set",
  "species": ["C", "C", "C", "I", "P", "S", "C", "C", "C", "O", "C", "C", "C", "I", "H", "H", "H", "H", "H", "H", "H", "H", "H", "H", "H", "H", "H", "H", "H", "H", "H", "H", "H", "H"],
  "xyz": [[0.75, -3.36, 2.42], [0.07, -2.04, 2.00], [1.05, -1.11, 1.25], [2.16, 0.04, 2.67], [0.14, -0.01, 0.10], [-1.50, 0.78, 1.09], [1.22, 1.36, -0.42], [0.67, 2.73, -0.02], [1.47, 3.84, -0.67], [0.91, 5.11, -0.44], [-0.21, -1.09, -1.35], [-1.43, -0.84, -2.21], [-2.74, -1.35, -1.64], [-1.62, 1.21, -2.84], [0.36, -4.20, 1.87], [0.59, -3.54, 3.47], [1.82, -3.32, 2.23], [-0.27, -1.52, 2.87], [-0.78, -2.27, 1.36], [1.72, -1.72, 0.66], [-2.15, -0.37, 1.30], [2.19, 1.20, 0.04], [1.32, 1.31, -1.50], [-0.37, 2.84, -0.31], [0.71, 2.82, 1.06], [1.54, 3.65, -1.75], [2.48, 3.82, -0.28], [-0.05, 5.04, -0.31], [-0.25, -2.11, -0.97], [0.68, -1.02, -1.97], [-1.26, -1.38, -3.13], [-3.49, -1.33, -2.42], [-2.61, -2.39, -1.36], [-3.11, -0.76, -0.81]],
  "nbo_charge": [-0.62, -0.44, -0.69, 0.21, 1.43, -0.16, -0.76, -0.43, -0.05, -0.69, -0.78, -0.29, -0.64, 0.12, 0.23, 0.24, 0.21, 0.23, 0.20, 0.26, 0.18, 0.28, 0.27, 0.21, 0.22, 0.16, 0.18, 0.47, 0.26, 0.27, 0.24, 0.25, 0.22, 0.21],
  "homo_energy_ev": -12.9,
  "charge": 1,
  "gap_ev": 9.8,
  "energy_ha": -1764.8625
}